# 1
DFT (ωB97M-V/def2-TZVPD) results for a structure of composition C27H49MgN6O at a distorted geometry.

```
84
Properties=species:S:1:pos:R:3:forces:R:3
Mg -0.253 -0.355 4.030 0.4 -0.1 -0.9
C 0.109 -1.103 -0.218 0.1 0.2 -0.7
C 0.453 -0.082 0.882 -0.9 -3.0 2.8
C -0.027 1.281 0.638 -0.3 1.4 -1.1
O -0.056 -0.625 2.105 0.3 0.3 -0.2
H 0.579 -0.842 -1.166 0.5 0.0 -0.2
H -0.930 -1.230 -0.520 -0.4 0.4 0.6
H 0.433 -2.104 0.066 0.3 0.1 0.1
H 1.542 -0.089 0.942 0.5 0.2 0.0
H -1.084 1.322 0.376 0.0 -0.2 -0.5
H 0.629 1.608 -0.168 -0.5 0.6 -0.5
H 0.053 2.061 1.396 0.5 -0.5 0.6
C 1.093 2.420 -4.468 -0.2 0.1 -0.7
C 1.886 3.476 -3.737 0.5 0.7 1.0
C 1.640 3.438 -2.184 0.2 -1.3 -1.7
C 0.287 3.734 -1.816 -1.8 1.4 0.7
N -0.817 3.925 -1.521 1.1 -0.2 -0.3
H 0.028 2.452 -4.236 0.0 -0.1 0.5
H 1.506 1.424 -4.304 -0.2 0.0 0.2
H 1.092 2.580 -5.546 0.4 0.1 -0.1
H 1.758 4.488 -4.124 -0.5 0.0 0.0
H 2.961 3.334 -3.839 0.1 -0.4 -0.2
H 2.444 3.915 -1.623 -0.4 0.1 0.1
H 1.606 2.364 -2.002 0.8 -0.3 0.5
C 2.291 4.516 2.518 -0.6 -0.2 1.0
C 2.062 4.791 4.123 -0.1 -1.0 -2.1
C 2.373 3.537 5.033 -0.1 0.7 -0.6
C 1.777 2.259 4.603 0.3 0.3 -0.3
N 1.389 1.239 4.224 -0.3 0.5 0.3
H 3.290 4.135 2.303 0.0 0.3 0.0
H 1.963 5.233 1.766 0.9 1.7 0.8
H 1.592 3.850 2.013 -0.2 -1.5 1.3
H 1.041 5.149 4.260 -0.1 -0.3 0.1
H 2.675 5.609 4.501 0.3 -0.1 -0.3
H 2.109 3.794 6.058 -0.4 -0.2 0.1
H 3.451 3.388 5.078 0.1 -0.1 -0.2
C -2.528 -4.163 -5.026 -0.8 0.8 1.4
C -1.959 -2.916 -4.244 0.6 -1.5 -1.0
C -2.801 -2.382 -3.083 -0.6 0.0 0.2
C -3.083 -3.352 -1.980 0.7 0.5 -0.7
N -3.323 -4.122 -1.164 -0.1 0.0 0.0
H -1.858 -4.835 -5.563 0.3 0.6 0.0
H -3.305 -3.763 -5.677 0.0 -0.3 -0.3
H -3.047 -4.795 -4.306 0.0 -0.2 0.1
H -1.787 -2.177 -5.027 -0.2 0.5 0.4
H -0.968 -3.129 -3.843 0.0 -0.2 0.0
H -3.800 -2.032 -3.344 -0.1 -0.1 -0.6
H -2.320 -1.471 -2.725 0.2 -0.2 0.5
C -1.234 -4.498 1.677 0.3 -0.9 -0.9
C -1.741 -5.180 2.906 -0.3 1.4 1.0
C -2.744 -4.229 3.581 -0.1 0.2 0.5
C -2.137 -2.980 3.996 0.2 -0.1 -0.1
N -1.652 -2.029 4.402 0.3 0.6 -0.1
H -0.328 -4.932 1.254 0.2 -0.1 0.3
H -1.026 -3.446 1.870 -0.3 0.1 -0.5
H -1.994 -4.762 0.942 0.0 1.1 -0.5
H -0.988 -5.212 3.693 0.3 -1.1 -0.2
H -2.288 -6.089 2.654 0.5 -0.3 0.5
H -2.999 -4.635 4.561 -0.8 -0.4 -0.2
H -3.598 -3.915 2.981 -0.3 -0.6 0.0
C -4.066 3.019 1.282 2.0 -1.1 -0.8
C -4.108 3.568 2.661 -1.5 0.4 0.6
C -2.808 3.441 3.464 -0.3 0.4 -0.4
C -2.247 2.105 3.523 0.2 -2.0 0.2
N -1.825 1.024 3.584 -0.8 2.1 0.3
H -4.955 2.946 0.655 0.0 0.6 0.3
H -3.636 2.017 1.300 -0.4 -0.5 0.3
H -3.213 3.496 0.800 -0.4 0.6 -0.8
H -4.969 3.165 3.195 0.2 -0.5 0.4
H -4.383 4.622 2.627 0.4 0.3 0.0
H -3.006 3.840 4.459 0.3 -0.2 0.2
H -2.043 4.057 2.992 0.1 0.2 0.0
C 5.676 -3.058 -3.064 -0.1 0.0 0.7
C 4.657 -2.245 -2.316 0.2 -1.0 1.3
C 3.424 -1.942 -3.078 -0.7 0.8 -0.5
C 2.538 -3.114 -3.248 -0.5 -0.3 -0.4
N 1.836 -4.027 -3.370 0.8 1.0 0.1
H 5.180 -4.006 -3.275 0.2 0.0 -0.7
H 6.403 -3.304 -2.289 0.7 0.0 -0.6
H 6.073 -2.549 -3.942 0.2 -0.3 0.0
H 5.024 -1.338 -1.836 0.2 0.0 -0.2
H 4.356 -2.947 -1.539 0.0 0.4 0.7
H 3.740 -1.486 -4.016 -0.4 -0.3 -0.5
H 2.914 -1.138 -2.548 -0.6 -0.2 0.0
```
Forces are in eV/Å.

As for the expectation value of S²: 0.75. As for the HOMO-LUMO gap (spin up / spin down): 3.17 / 7.79 eV. Its multiplicity is 2. Its total energy is -1661.90443 hartree. As for the lowest unoccupied orbital energy (spin up / spin down): 0.34 / 0.33 eV.



# 2
DFT (ωB97M-V/def2-TZVPD) results for a cluster of 2 separate species, C27H49NO7S in total at a distorted geometry.

```
85
Properties=species:S:1:pos:R:3:forces:R:3
C -3.346 -1.387 -3.614 0.1 0.2 -0.1
C -4.124 -0.210 -3.041 0.2 -0.1 -0.6
C -3.379 1.126 -3.192 -0.1 -0.6 0.5
C -3.074 1.757 -1.849 -0.1 -0.3 -0.2
C -4.248 2.514 -1.268 0.3 0.2 0.1
C -3.948 3.517 -0.134 -0.1 -0.1 -0.7
C -2.498 3.743 0.278 0.0 0.6 0.6
C -2.417 3.917 1.783 0.0 -0.5 0.3
C -2.739 2.606 2.503 0.5 0.9 0.0
C -1.538 1.679 2.706 -0.9 1.1 -1.2
C -1.315 0.544 1.745 1.5 -1.9 1.8
C -0.095 -0.249 2.338 -0.5 0.9 0.4
C 1.230 0.459 2.188 0.9 -0.7 0.3
C 2.407 -0.520 2.438 -0.6 0.5 -0.8
C 3.351 -0.521 1.260 0.4 -0.5 0.3
C 4.453 -1.556 1.437 0.1 0.4 -0.2
C 5.572 -1.404 0.405 -0.2 -0.5 0.0
C 5.617 -2.538 -0.634 -0.1 0.6 -0.1
C 5.539 -2.017 -2.063 0.3 -0.3 0.2
C 6.886 -1.677 -2.664 -0.7 0.1 -0.3
C 6.729 -1.205 -4.091 0.0 -0.4 0.2
O 6.761 -2.318 -4.967 0.4 0.0 0.0
C 7.129 -2.004 -6.288 -0.1 -0.4 0.1
O -0.901 0.894 0.424 0.3 0.8 -0.4
C -0.878 -0.262 -0.273 0.4 0.0 -0.5
O -0.118 -0.496 -1.190 -0.7 0.4 0.4
O -1.780 -1.080 0.209 0.4 -1.1 -0.1
C -2.389 -0.515 1.456 -1.5 0.0 -0.8
O -3.589 -0.130 1.060 -0.2 0.4 -0.2
N -2.420 -1.653 2.417 1.2 1.3 -0.5
C -3.105 -2.587 2.143 0.0 0.7 0.2
S -4.132 -3.664 1.784 -1.0 -1.7 -0.3
H -4.009 -2.183 -3.914 -0.2 -0.5 0.0
H -2.615 -1.765 -2.918 0.2 -0.2 0.4
H -2.791 -1.081 -4.492 0.1 0.1 -0.4
H -4.323 -0.420 -2.001 -0.3 0.1 0.4
H -5.052 -0.153 -3.590 -0.6 0.0 0.1
H -3.961 1.787 -3.821 0.0 0.4 -0.3
H -2.441 0.897 -3.678 0.4 0.2 -0.4
H -2.869 0.930 -1.189 0.3 -0.1 0.4
H -2.169 2.340 -1.922 0.2 0.5 0.0
H -4.942 1.782 -0.885 -0.4 -0.3 0.1
H -4.754 3.016 -2.086 -0.2 0.3 -0.2
H -4.343 4.478 -0.437 -0.2 0.4 -0.1
H -4.552 3.238 0.713 -0.1 -0.2 0.5
H -1.812 2.949 0.032 0.0 -0.3 -0.4
H -2.135 4.665 -0.171 0.2 0.1 -0.4
H -3.123 4.665 2.124 -0.3 0.4 0.0
H -1.436 4.270 2.091 0.3 0.1 0.0
H -3.103 2.857 3.483 -0.3 -0.1 0.4
H -3.570 2.140 2.010 -0.1 -0.4 0.0
H -0.651 2.301 2.644 0.4 0.1 0.0
H -1.579 1.318 3.715 -0.2 -0.7 0.3
H -0.288 -0.329 3.396 -0.2 -0.4 0.4
H -0.065 -1.266 1.977 0.1 -0.2 -0.4
H 1.335 1.263 2.902 -0.2 0.4 0.1
H 1.380 0.871 1.202 -0.3 0.2 -0.4
H 2.006 -1.521 2.499 -0.1 -0.4 0.4
H 2.938 -0.273 3.347 0.2 -0.1 0.4
H 3.766 0.465 1.087 0.2 0.3 0.0
H 2.804 -0.809 0.370 -0.3 0.2 -0.4
H 4.840 -1.527 2.448 0.1 0.1 0.3
H 3.974 -2.517 1.313 0.0 -0.5 0.1
H 6.528 -1.305 0.895 0.4 0.0 0.2
H 5.416 -0.479 -0.128 0.0 0.5 -0.2
H 4.775 -3.194 -0.494 -0.3 -0.3 0.3
H 6.515 -3.120 -0.475 0.3 -0.4 -0.1
H 4.916 -1.134 -2.074 -0.3 0.3 0.0
H 5.046 -2.733 -2.704 -0.1 -0.4 -0.3
H 7.507 -2.562 -2.653 0.4 -0.2 0.0
H 7.352 -0.881 -2.103 0.3 0.2 0.4
H 7.516 -0.493 -4.316 0.3 0.2 -0.4
H 5.763 -0.728 -4.200 -0.3 0.5 -0.1
H 7.293 -0.948 -6.430 0.0 0.5 -0.1
H 6.357 -2.345 -6.964 -0.3 0.0 -0.3
H 8.044 -2.522 -6.551 0.3 -0.2 0.0
H -4.249 0.207 1.958 0.6 0.2 2.3
O -5.289 -1.830 5.889 0.2 0.1 0.0
C -4.499 -1.014 5.147 0.0 -0.2 -0.1
C -5.238 -0.222 4.047 -0.3 -0.4 0.2
O -4.398 0.574 3.264 -0.5 -0.3 -1.5
H -3.684 -1.515 4.556 -0.1 -0.2 0.3
H -3.919 -0.243 5.738 -0.1 0.1 0.1
H -6.049 0.328 4.567 0.1 0.4 -0.1
H -5.801 -0.996 3.478 0.2 0.1 -0.2
```
Forces are in eV/Å.

As for the HOMO-LUMO gap: 2.59 eV. Its total energy is -2037.69224 hartree. As for the net charge: -2. As for the energy above the lowest of the compared OMol25 structures with the same formula, charge and spin: 0.0 kcal/mol. As for the lowest unoccupied orbital energy: 3.28 eV.